The following is a quantum chemistry calculation of a structure of composition Cl6NiO24, from the OMol25 dataset.

The value obtained for the relative energy (zero: lowest compared OMol25 entry of this formula, charge and spin) is 0.0 kcal per mole. The charge is -4. As for the spin multiplicity: 3. For the total energy, the calculation gives -165268.1302 eV. Its expectation value of S² is 2.00. Its maximum force is 0.1040 hartree/bohr. The value obtained for the HOMO energy (spin up / spin down) is 0.67 / 0.67 eV. For the HOMO-LUMO gap (spin up / spin down), the calculation gives 8.15 / 7.31 eV.

Geometry (Å):
Ni -0.259 -0.322 -0.128
Cl 2.047 1.416 2.356
O 1.280 0.916 1.288
O 1.478 2.740 2.732
O 1.740 0.552 3.437
O 3.435 1.499 2.058
Cl 1.771 -3.506 -0.122
O 1.786 -3.975 1.241
O 1.035 -4.448 -0.950
O 1.142 -2.190 -0.309
O 3.125 -3.504 -0.610
Cl -1.578 3.215 -0.011
O -2.579 3.600 1.038
O -1.477 1.753 -0.082
O -2.096 3.789 -1.237
O -0.381 4.011 0.189
Cl -2.590 -0.413 -2.591
O -1.806 -0.873 -1.468
O -1.768 -0.398 -3.750
O -3.635 -1.476 -2.771
O -3.217 0.870 -2.600
Cl -1.166 -2.134 3.127
O -1.021 -1.226 1.990
O -1.487 -1.271 4.268
O -2.348 -3.064 2.887
O 0.033 -2.900 3.389
Cl 1.711 1.456 -2.649
O 0.803 2.126 -3.527
O 2.664 0.807 -3.544
O 2.363 2.412 -1.793
O 0.994 0.539 -1.860

natural (NBO) population analysis, charges in e, atoms 1 to 4: 1.736 2.586 -0.935 -0.882